Record 1
Entry from the Open Molecules 2025 dataset: a structure of composition C24H29N9O8S2Y (ωB97M-V/def2-TZVPD).

ORCA input file:
```
! RIJCOSX wB97M-V def2-TZVPD def2/J DEFGRID3
* xyz -1 1
Y 0.36966 0.02295 -0.71265
N 2.46278 0.34778 0.56680
C 2.51101 1.56572 1.40911
C 1.25773 2.43132 1.32892
O 1.11782 3.34861 2.14835
N 0.42155 2.10365 0.34020
C -0.77767 2.90522 0.22775
C -1.64295 2.37568 -0.91226
O -2.79747 2.77972 -1.06351
O -1.09179 1.47427 -1.65080
H 3.23144 0.38309 -0.10362
H 2.62890 -0.45528 1.17575
H 2.66345 1.28701 2.45251
H 3.35733 2.18903 1.11586
H -1.37990 2.89676 1.14276
H -0.57019 3.96793 0.04524
O -1.21901 -2.55602 2.42600
C -0.63899 -2.08921 1.46259
O -0.71782 -0.87306 1.02523
C 0.29472 -2.96769 0.63932
C 0.55312 -4.30271 0.89716
C 1.40653 -4.97860 0.03573
C 1.96547 -4.32115 -1.05432
C 1.66123 -2.98223 -1.22993
N 0.85661 -2.34851 -0.38890
C 2.14508 -2.12282 -2.39469
O 2.77832 -2.64170 -3.29566
O 1.77147 -0.88782 -2.30836
H 0.09365 -4.77065 1.75589
H 1.63434 -6.02284 0.21007
H 2.61957 -4.81148 -1.76126
N -4.97296 1.01381 -1.90540
C -5.04567 -0.16325 -2.55778
O -6.08612 -0.63339 -2.99687
C -3.74193 -0.88405 -2.73960
C -3.56113 -1.71674 -3.83450
C -2.32680 -2.30807 -4.02957
C -1.30624 -2.02963 -3.13162
N -1.47706 -1.25401 -2.06303
C -2.68425 -0.71989 -1.86334
H -5.84232 1.51177 -1.81083
H -4.11317 1.53198 -1.70569
H -4.38856 -1.87585 -4.51403
H -2.13696 -2.95463 -4.87495
H -0.31256 -2.43291 -3.28643
H -2.80307 -0.12537 -0.96813
S 4.66086 1.99080 -1.53645
C 3.24388 2.50359 -2.25726
N 2.35972 1.74598 -2.92495
C 1.31146 2.55219 -3.54003
C 1.39133 3.82323 -2.69415
N 2.79375 3.79201 -2.27991
H 2.48399 0.74478 -3.04047
H 0.33651 2.07485 -3.47633
H 1.55746 2.75946 -4.58671
H 0.72928 3.75138 -1.82911
H 1.16199 4.71950 -3.26662
H 3.13709 4.38962 -1.54628
S 2.35545 -1.76576 3.34941
C 1.09104 -0.91624 4.08840
N 0.73098 -1.21685 5.35620
C -0.49782 -0.73439 5.96566
C -0.73952 0.69579 5.51250
C -0.74966 0.73855 3.99693
N 0.43949 0.07433 3.48405
H 1.20005 -2.01798 5.73991
H -0.38768 -0.79190 7.04896
H -1.34518 -1.36494 5.67472
H 0.05332 1.34121 5.89629
H -1.69171 1.05853 5.90026
H -0.72849 1.76690 3.63354
H -1.63704 0.23977 3.59626
H 0.57229 0.13877 2.48770
*
```

Output
Kohn-Sham gap = 0.3083 Eh
HOMO level = -5.96 eV
energy above the lowest of the compared OMol25 structures with the same formula, charge and spin = 10.3 kJ/mol

These are the Löwdin partial charges, in e, on atoms 1 to 2: 1.518, -0.048

Record 2
Entry from the Open Molecules 2025 dataset: a cluster of 7 separate species, C5H26N2O7 in total in a non-equilibrium geometry (ωB97M-V/def2-TZVPD).

ORCA input file:
```
! RIJCOSX wB97M-V def2-TZVPD def2/J DEFGRID3
* xyz 0 1
C -1.76912 2.46761 -1.26947
C -1.44260 1.05726 -0.49169
C -0.09654 0.36761 -0.97025
C 0.98351 1.07767 -0.01080
N 1.56869 2.25631 -0.57063
N 0.08660 -1.14624 -0.83332
C -1.04024 -1.90297 -1.39128
O -0.67023 -3.27287 -1.25202
H -2.71657 2.72126 -0.98459
H -1.01035 3.18629 -0.99999
H -1.61563 2.26994 -2.38292
H -1.50886 1.36515 0.50661
H -2.39108 0.36855 -0.73289
H 0.04141 0.73839 -2.02448
H 1.85485 0.34811 0.18978
H 0.51964 1.25124 0.97811
H 2.04632 1.83212 -1.37398
H 2.28256 2.69229 0.07165
H 0.28617 -1.36645 0.15796
H -1.94306 -1.95278 -0.85576
H -1.32520 -1.84208 -2.46800
H 0.09805 -3.42253 -1.67286
O -0.38014 3.17372 3.20769
H -1.33882 3.06031 3.02900
H -0.03892 3.56700 2.40727
O 2.79829 -2.20462 -2.45110
H 1.83780 -1.99424 -2.06638
H 3.43750 -2.46553 -1.81770
O 2.87012 0.36978 -2.82197
H 2.91470 -0.55982 -2.50293
H 2.20050 0.23442 -3.50699
O -2.13864 -1.48529 2.05193
H -1.33539 -1.15188 1.62433
H -1.87946 -1.18445 3.01418
O 0.35515 -2.73009 2.27754
H -0.54368 -2.54375 2.08200
H 0.62202 -3.57978 1.81802
O -0.89126 -0.02861 3.89579
H -0.48230 0.91294 3.76581
H -0.24582 -0.48399 4.37434
*
```

Output
Kohn-Sham gap = 0.3454 Eh
HOMO level = -9.09 eV
structure (SMILES) = CC[C@@H](CN)NCO.O.O.O.O.O.O
energy above the lowest of the compared OMol25 structures with the same formula, charge and spin = 336.9 kJ/mol

These are the Löwdin partial charges, in e, on atoms 1 to 2: -0.073, -0.187

Record 3
Entry from the Open Molecules 2025 dataset: the molecule C4H8O2 (ωB97M-V/def2-TZVPD).

ORCA input file:
```
! RIJCOSX wB97M-V def2-TZVPD def2/J DEFGRID3
* xyz 0 1
C -1.96029 0.31034 -0.68127
C -0.70461 -0.37907 -0.20735
O -0.75004 -1.47996 0.31665
C 0.62052 0.34056 -0.38414
C 1.53035 0.12924 0.83410
O 1.93001 -1.20863 0.96966
H -2.04213 1.30227 -0.22181
H -1.92443 0.46110 -1.76705
H -2.83356 -0.29163 -0.42404
H 1.11816 -0.08251 -1.26734
H 0.45833 1.40704 -0.57956
H 1.00827 0.49131 1.73592
H 2.44076 0.72694 0.72318
H 1.10866 -1.72700 0.95306
*
```

Output
Kohn-Sham gap = 0.3965 Eh
HOMO level = -9.94 eV
structure (SMILES) = CC(=O)CCO
energy above the lowest of the compared OMol25 structures with the same formula, charge and spin = 75.6 kJ/mol

These are the Löwdin partial charges, in e, on atoms 1 to 2: -0.014, -0.426

Record 4
Entry from the Open Molecules 2025 dataset: a structure of composition C5H11NO in a non-equilibrium geometry (ωB97M-V/def2-TZVPD).

ORCA input file:
```
! RIJCOSX wB97M-V def2-TZVPD def2/J DEFGRID3
* xyz 0 1
C 2.00003 -0.69612 0.33509
C 0.83506 -0.23632 -0.50373
N 0.24749 -1.18046 -1.29990
H 0.21645 -2.10436 -0.87928
H 1.01573 0.69246 -1.04037
H 2.31992 0.08753 1.01910
H 2.84906 -0.91887 -0.31495
H 1.73442 -1.58814 0.90230
C -1.14923 1.72993 -0.26001
C -1.40371 -0.48030 0.89318
C -0.58352 0.66861 0.65948
O -2.01028 -1.08024 -0.02188
H -0.79685 -0.99374 -1.43261
H -1.26462 -0.97972 1.86848
H -0.10774 1.06536 1.55455
H -0.36440 2.36026 -0.68242
H -1.83587 2.38541 0.28077
H -1.70195 1.26871 -1.07779
*
```

Output
Kohn-Sham gap = 0.3526 Eh
HOMO level = -8.57 eV
energy above the lowest of the compared OMol25 structures with the same formula, charge and spin = 214.9 kJ/mol

These are the Löwdin partial charges, in e, on atoms 1 to 2: -0.069, -0.311